(1)
C18H29N7O4PRuTe as an isolated structure, computed with the ωB97M-V functional and the def2-TZVPD basis.

Summary:
Spin multiplicity: 6
Net charge: 0
LUMO level (alpha / beta) (eV): 0.6 / -1.2
Frontier orbital gap (alpha / beta) (eV): 7.8 / 6.4

Each line ends with the Löwdin spin population.
Cartesian coordinates (Å):
1 Ru -0.26567 -0.42500 -0.13189  3.660
2 C 2.56924 5.71354 -1.31003  0.000
3 C 2.07994 4.33154 -0.98912  -0.002
4 C 1.69846 3.44936 -1.99567  0.002
5 C 1.21762 2.19599 -1.65709  0.003
6 N 1.09829 1.78764 -0.39498  0.070
7 C 1.48102 2.60976 0.57213  0.006
8 C 1.97400 3.87928 0.32205  0.002
9 H 3.32288 5.68587 -2.09706  0.000
10 H 2.99396 6.19682 -0.43194  0.000
11 H 1.74081 6.32690 -1.66952  0.000
12 H 1.76808 3.73504 -3.03818  0.000
13 H 0.92555 1.47742 -2.41553  0.000
14 H 1.40425 2.23085 1.58565  0.001
15 H 2.28241 4.51250 1.14476  0.000
16 C 4.90812 0.00218 1.11659  0.008
17 C 4.05714 -0.91377 0.22749  0.019
18 C 4.15226 -0.46051 -1.24030  0.007
19 C 4.52668 -2.36912 0.34142  0.003
20 C 2.65244 -0.79757 0.63708  0.168
21 C 1.48608 -0.64779 0.97575  0.154
22 H 5.95460 -0.02946 0.80480  0.001
23 H 4.84596 -0.31243 2.15913  0.000
24 H 4.55444 1.03164 1.04294  0.000
25 H 5.16627 -0.61072 -1.61724  0.001
26 H 3.88951 0.59374 -1.33817  0.000
27 H 3.45760 -1.03478 -1.85544  0.000
28 H 5.56960 -2.45157 0.02784  0.000
29 H 3.91784 -3.00670 -0.30069  0.000
30 H 4.43726 -2.72886 1.36694  0.000
31 N -3.17904 0.72797 -2.82426  0.004
32 N -2.85873 1.16250 -1.57344  0.020
33 N -3.72686 1.65887 -0.73372  0.013
34 C -2.96710 1.90234 0.32565  0.012
35 N -1.68673 1.59221 0.10554  0.047
36 N -1.64025 1.12228 -1.12808  0.039
37 H -4.16198 0.49671 -2.83621  0.000
38 H -2.61075 -0.08868 -3.02548  0.000
39 H -3.34057 2.31463 1.24550  0.000
40 O 0.63341 -2.56296 -3.85617  0.053
41 C 0.44222 -1.78728 -2.98234  0.057
42 N 0.24977 -0.99176 -2.11089  0.133
43 C -3.47265 -0.85242 3.84147  0.001
44 C -2.16728 -0.96817 3.07690  0.002
45 O -2.38220 -0.76370 1.66314  0.044
46 P -2.48655 -1.99223 0.62100  0.010
47 O -2.79156 -1.41934 -0.71226  0.066
48 Te -0.47937 -3.28564 0.72759  0.365
49 O -3.71344 -2.79614 1.28037  0.003
50 C -4.11428 -4.07351 0.75371  0.009
51 C -5.08699 -3.91311 -0.40005  0.001
52 H -3.27960 -0.90839 4.91301  0.000
53 H -4.14473 -1.65805 3.55583  0.000
54 H -3.95676 0.09967 3.61961  0.000
55 H -1.69979 -1.94229 3.23678  0.000
56 H -1.46469 -0.19345 3.38347  0.001
57 H -4.57717 -4.59979 1.58820  0.000
58 H -3.22671 -4.63616 0.44780  0.012
59 H -5.99341 -3.41675 -0.05270  0.000
60 H -5.35130 -4.88926 -0.80716  0.000
61 H -4.63154 -3.30989 -1.18454  0.000

(2)
C18H30As4CrF24N5O5 as an isolated structure, computed with the ωB97M-V functional and the def2-TZVPD basis.

Summary:
Energy relative to the best compared isomer or geometry (same formula, charge and spin) (kcal/mol): 0.0
Spin multiplicity: 5
Net charge: +1
LUMO level (alpha / beta) (eV): -5.1 / -5.1
Frontier orbital gap (alpha / beta) (eV): 5.6 / 8.3

Each line ends with the Löwdin spin population.
Cartesian coordinates (Å):
1 Cr -2.53269 -1.16697 -0.33076  3.787
2 N -0.43043 0.44231 -0.53434  0.008
3 O -0.34384 -0.79298 -0.24206  -0.002
4 O 0.49545 1.25582 -0.31597  0.009
5 O -1.57799 0.79641 -0.92754  0.011
6 C 2.09525 3.18920 1.86338  0.000
7 C 1.94279 3.48360 3.31852  0.000
8 O 2.75737 3.86998 4.05365  0.000
9 N 0.79936 2.72617 3.96662  0.000
10 H 0.71950 2.98834 4.95617  0.000
11 H -0.09232 3.05388 3.56876  0.000
12 C 0.91314 1.23319 3.84715  0.000
13 H 1.93746 2.16436 1.53735  0.000
14 H 3.10069 3.51032 1.59694  0.000
15 H 1.40682 3.85007 1.32381  0.000
16 H 0.29095 0.90444 3.02442  0.000
17 H 0.43277 0.82075 4.73006  0.000
18 H 1.95306 0.93683 3.78851  0.000
19 C -3.11947 6.36663 -3.45376  0.000
20 C -3.59620 5.04361 -2.94637  0.000
21 O -4.36545 4.33232 -3.45879  0.000
22 N -2.95812 4.61621 -1.63516  0.000
23 H -2.71405 5.42129 -1.05640  0.000
24 H -3.63598 4.03526 -1.11164  0.000
25 C -1.73083 3.75401 -1.76929  0.000
26 H -2.15577 6.22832 -3.95304  0.000
27 H -2.96091 7.14345 -2.70543  0.000
28 H -3.83367 6.72719 -4.18717  0.000
29 H -1.16005 3.79350 -0.85299  0.000
30 H -1.09190 4.08434 -2.59161  0.000
31 H -2.10987 2.79005 -2.09899  0.000
32 C 4.42878 -4.54887 3.87748  0.000
33 N 4.20505 -3.88418 2.58274  0.000
34 C 5.22581 -3.44737 1.83967  0.000
35 C 5.00297 -2.89533 0.60354  0.000
36 C 3.71523 -2.51447 0.22492  0.000
37 C 2.69265 -2.97208 1.01513  0.000
38 C 2.95878 -3.76622 2.10395  0.000
39 C 3.44614 -1.64865 -0.93472  0.000
40 C 2.34750 -1.93021 -1.72799  0.000
41 C 2.08289 -1.14336 -2.82555  0.000
42 N 2.69172 0.04548 -2.90767  0.000
43 C 3.76376 0.35038 -2.14647  0.000
44 C 4.21618 -0.51020 -1.19112  0.000
45 C 2.20317 1.04561 -3.89523  0.000
46 H 4.12311 -5.59218 3.80320  0.000
47 H 3.82993 -4.10161 4.66627  0.000
48 H 5.48880 -4.47606 4.09562  0.000
49 H 6.21999 -3.55421 2.24580  0.000
50 H 5.89779 -2.56185 0.09346  0.000
51 H 1.63614 -2.78571 0.89311  0.000
52 H 2.17063 -4.23157 2.68626  0.000
53 H 1.66403 -2.74024 -1.48435  0.000
54 H 1.31016 -1.32290 -3.55862  0.000
55 H 4.30871 1.20185 -2.53241  0.000
56 H 5.13011 -0.27210 -0.66918  0.000
57 H 1.16163 0.82460 -4.08822  0.000
58 H 2.90115 1.03249 -4.72734  0.000
59 H 2.22978 2.02748 -3.42589  0.000
60 As -2.24201 -0.88265 3.54571  0.003
61 F -0.50867 -1.11896 3.36610  0.001
62 F -2.09648 -1.06027 5.25710  0.000
63 F -3.92967 -0.63682 3.68544  0.002
64 F -2.41234 -0.68957 1.78931  0.038
65 F -2.44780 -2.56975 3.38465  0.001
66 F -1.91358 0.83381 3.65441  0.002
67 As -1.01145 -4.62524 0.55425  0.002
68 F -2.31955 -5.11581 1.55342  0.001
69 F -1.89198 -3.06641 0.26571  0.041
70 F 0.26014 -4.04979 -0.49226  0.000
71 F -0.21400 -6.11834 0.86233  0.000
72 F -1.78670 -5.29775 -0.81003  0.001
73 F -0.25873 -3.90555 1.94238  0.001
74 As -5.34898 1.46618 -0.41400  0.002
75 F -4.15245 0.20110 0.02718  0.032
76 F -6.26413 0.28049 -1.24875  0.001
77 F -6.44148 2.71189 -0.89385  0.000
78 F -4.44409 2.72864 0.39180  0.000
79 F -4.40559 1.69920 -1.86502  0.000
80 F -6.24613 1.06841 0.97795  0.001
81 As -2.21440 -2.17461 -3.97065  0.003
82 F -3.56633 -1.46541 -4.73540  0.002
83 F -3.19885 -3.47471 -3.45600  0.001
84 F -0.80454 -2.82075 -3.19096  0.001
85 F -1.23891 -0.78534 -4.37450  0.001
86 F -2.58957 -1.32256 -2.42833  0.051
87 F -1.79940 -3.03984 -5.39848  0.000

(3)
C18H30N3O2OsSi2 as an isolated structure, computed with the ωB97M-V functional and the def2-TZVPD basis.

Summary:
Energy relative to the best compared isomer or geometry (same formula, charge and spin) (kcal/mol): 11.0
Spin multiplicity: 5
Net charge: +1
LUMO level (alpha / beta) (eV): -2.8 / -4.5
Frontier orbital gap (alpha / beta) (eV): 8.5 / 7.0

Each line ends with the Löwdin spin population.
Cartesian coordinates (Å):
1 Os -0.48051 -0.38024 0.38744  2.987
2 C -3.46434 1.59019 -0.51729  0.004
3 Si -1.65001 1.25002 -0.94030  0.065
4 C -1.63328 0.76754 -2.78271  0.001
5 C -0.56755 2.80919 -0.68651  0.030
6 C -1.08907 4.06154 -1.00624  0.005
7 C -0.29498 5.19753 -0.93005  0.002
8 C 1.02812 5.09077 -0.52765  0.003
9 C 1.55133 3.85097 -0.18983  0.001
10 C 0.76697 2.70045 -0.26515  0.017
11 Si 1.50331 0.98415 0.13004  0.129
12 C 2.69076 0.58984 -1.31293  0.040
13 C 2.55914 0.89287 1.71176  0.011
14 H -3.94020 2.16288 -1.31433  0.000
15 H -3.57163 2.14499 0.41586  0.000
16 H -4.00594 0.64731 -0.41528  0.000
17 H -2.10585 1.56605 -3.35791  -0.001
18 H -2.19277 -0.15328 -2.96375  0.000
19 H -0.61905 0.64720 -3.17200  0.000
20 H -2.12426 4.16162 -1.31545  0.000
21 H -0.70691 6.16499 -1.18688  0.000
22 H 1.65229 5.97309 -0.46555  0.000
23 H 2.58312 3.77545 0.13794  0.000
24 H 3.54086 1.27381 -1.27101  0.006
25 H 2.20228 0.72822 -2.27921  0.000
26 H 3.07733 -0.43084 -1.26344  0.000
27 H 3.22253 1.75613 1.78996  0.001
28 H 3.17989 -0.00513 1.68379  0.000
29 H 1.95751 0.85084 2.62154  0.000
30 C 1.89533 -4.59728 1.42259  0.001
31 N 1.72688 -3.95528 0.11997  0.002
32 C 2.24886 -4.46586 -1.02125  0.001
33 C 2.04291 -3.87719 -2.22119  0.004
34 C 1.21470 -2.71932 -2.24941  0.010
35 N 0.72027 -2.21654 -1.11993  0.089
36 C 1.00655 -2.78102 0.06317  0.017
37 O 0.61556 -2.24094 1.12077  0.065
38 N 0.90145 -2.10775 -3.38981  0.001
39 H 2.56859 -5.44304 1.32126  0.000
40 H 0.93056 -4.93790 1.79540  0.000
41 H 2.29922 -3.88742 2.13991  0.000
42 H 2.84236 -5.36345 -0.92007  0.000
43 H 2.48645 -4.27506 -3.12066  0.001
44 H 1.22148 -2.45151 -4.27674  0.000
45 H 0.30855 -1.29463 -3.35431  0.000
46 C -1.71119 0.59548 3.13096  0.035
47 C -2.71912 -0.30563 2.40959  0.030
48 C -3.28549 -1.35751 3.36048  0.008
49 O -2.15210 -0.93017 1.28503  0.404
50 H -2.20992 1.15247 3.92302  0.003
51 H -1.27067 1.31849 2.43057  0.014
52 H -0.91841 -0.01064 3.57758  0.002
53 H -3.55360 0.32641 2.07595  0.009
54 H -2.47525 -1.93661 3.80633  0.000
55 H -3.94872 -2.03446 2.82305  0.000
56 H -3.85433 -0.87181 4.15287  0.001

> Which value of spin multiplicity does entry 1 give?

6